Entry 1:
Below is an isolated molecule of C9H18N2O3 at a distorted geometry, with properties calculated with ωB97M-V/def2-TZVPD.

Last column: natural (NBO) charge in e.
Geometry (Å):
C1 2.75317 1.00456 0.86470  -0.151
C2 1.43940 0.20522 1.17207  0.706
C3 3.77563 0.18479 0.13277  -0.637
C4 -0.55431 -0.91273 0.06409  -0.181
C5 -0.04594 -1.78766 -1.06244  0.760
C6 -1.85631 -0.16310 0.15098  -0.186
C7 -2.11262 1.39281 0.05286  -0.623
C8 -3.05311 -0.96681 -0.49355  -0.431
C9 -3.50665 -0.31909 -1.81275  -0.625
H1 3.09736 0.58841 2.74792  0.369
H2 4.28669 1.48088 2.20544  0.358
H3 2.45828 1.94917 0.28991  0.200
H4 3.68807 -0.91561 0.26031  0.229
H5 4.73364 0.53882 0.56765  0.220
H6 3.76069 0.31972 -1.01555  0.225
H7 0.27608 1.04535 -0.25272  0.418
H8 -0.59896 -1.42923 1.02193  0.270
H9 -1.89786 -0.21098 1.34486  0.201
H10 -1.50965 1.77844 0.90380  0.218
H11 -1.73121 1.73223 -0.89144  0.193
H12 -3.17236 1.59527 0.09514  0.236
H13 -3.77650 -1.27903 0.22137  0.217
H14 -2.74763 -1.95171 -0.79671  0.220
H15 -4.47234 0.03516 -1.61727  0.217
H16 -2.85964 0.55416 -2.11531  0.201
H17 -3.29304 -1.12384 -2.61118  0.226
H18 1.29012 -0.50165 -1.03888  0.488
N1 3.30319 1.43583 2.12895  -0.822
N2 0.50859 0.13204 0.15260  -0.695
O1 1.08987 -0.24274 2.21863  -0.560
O2 -0.27625 -2.95269 -1.13395  -0.546
O3 1.00359 -1.21602 -1.75423  -0.714

The total energy comes out at -688.8712 Ha. Its net charge is 0. The LUMO energy comes out at 0.473 eV. The calculation puts the orbital gap at 10.3 eV.

=====

Entry 2:
Below is a cluster of 2 separate species, C3H11NOS2 in total at a distorted geometry, with properties calculated with ωB97M-V/def2-TZVPD.

Last column: natural (NBO) charge in e.
Geometry (Å):
N1 -1.82960 -0.37525 -1.52355  -0.839
C1 -1.50306 0.98194 -1.04988  -0.228
C2 0.01871 1.26419 -0.86299  -0.551
S1 1.10348 -0.13769 -0.34425  0.081
S2 1.11616 -0.33762 1.62514  0.030
C3 2.24845 0.86248 2.48376  -0.729
H1 -1.43904 -0.57509 -2.42321  0.364
H2 -1.65453 -1.05717 -0.81421  0.352
H3 -1.79727 1.75084 -1.75609  0.196
H4 -2.02496 1.15934 -0.11999  0.196
H5 0.52831 1.36465 -1.85427  0.213
H6 0.09239 2.20491 -0.30014  0.224
H7 2.36964 1.70745 1.85502  0.233
H8 1.68582 1.21446 3.34782  0.223
H9 3.00985 0.15718 2.80780  0.234
H10 0.00017 -3.56532 0.07836  0.474
H11 -1.11484 -2.88029 -0.73904  0.461
O1 -0.80967 -3.73901 -0.41028  -0.934

The total energy comes out at -1047.2386 Ha. Its net charge is 0. The LUMO energy comes out at 0.653 eV. The calculation puts the orbital gap at 9.4 eV.

=====

Entry 3:
Below is a cluster of 7 separate species, H14O7 in total at a distorted geometry, with properties calculated with ωB97M-V/def2-TZVPD.

Last column: natural (NBO) charge in e.
Geometry (Å):
H1 -0.34214 0.85433 -1.35827  0.465
H2 0.02049 -0.26439 -0.32859  0.478
H3 2.08498 3.60473 -0.66356  0.482
H4 1.41343 5.02453 -0.28318  0.470
H5 -2.67166 -1.96703 1.20861  0.491
H6 -2.76271 -3.15788 0.09436  0.473
H7 -3.52700 0.68973 -0.69562  0.464
H8 -4.84483 0.07706 -0.99464  0.469
H9 5.53397 -0.64502 0.06459  0.459
H10 4.22545 -0.85507 -0.68801  0.463
H11 -0.46643 0.73791 2.19846  0.471
H12 -1.11181 1.84144 1.42984  0.477
H13 1.44751 -3.75116 0.22216  0.475
H14 1.34489 -2.54617 -0.87629  0.474
O1 0.32297 0.61492 -0.73387  -0.943
O2 1.65049 4.18032 0.07989  -0.951
O3 -3.12045 -2.30535 0.35409  -0.963
O4 -4.43654 0.89466 -0.67313  -0.934
O5 4.54793 -0.96749 0.20406  -0.923
O6 -1.21550 0.92490 1.60874  -0.947
O7 1.90697 -2.98500 -0.16963  -0.949

The total energy comes out at -535.0179 Ha. Its net charge is 0. The LUMO energy comes out at 0.077 eV. The calculation puts the orbital gap at 11.0 eV.

=====

Number 1: HOMO level -9.80 eV. Number 2: HOMO level -8.76 eV. Number 3: HOMO level -10.94 eV.